(1)
ORCA calculation (wB97M-V/def2-TZVPD) on C29H46FN7O4PRuSSi as an isolated structure in a non-equilibrium geometry.

- HOMO-LUMO gap (spin up / spin down) (eV) = 7.9259 / 4.8111
- molar mass (g mol⁻¹) = 767.9
- net charge = +1
- E_LUMO (spin up / spin down) (Eh) = -0.074 / -0.203
- largest force on an atom (eV/A) = 1.0
- spin multiplicity = 5

```
91
Properties=species:S:1:pos:R:3:forces:R:3:mulliken_spin:R:1
C 6.096693 -0.053792 4.157144 -0.1 0.0 0.0 0.00
H 4.007245 -2.727610 2.022097 0.0 0.0 0.0 -0.01
N -0.339579 1.205256 0.592472 0.0 0.0 -0.1 0.16
H -0.405875 3.535619 -0.175955 0.0 0.0 0.0 0.00
H 2.542098 -0.065994 -0.253802 0.1 0.0 0.0 -0.01
C 0.938084 -2.546100 -2.439831 0.0 -0.1 0.0 0.00
H 0.175763 -2.726028 -3.200428 0.0 0.0 0.0 0.00
C 4.330200 -2.336832 5.225960 0.0 0.1 -0.1 0.00
H -0.309211 5.637164 -1.468061 0.0 0.0 0.0 0.00
H -4.310387 -1.963512 3.614160 0.0 0.0 0.0 0.00
H 6.099542 0.852888 3.549686 0.0 0.0 0.0 0.00
H 5.229037 -2.937006 5.374057 0.0 0.0 0.0 0.00
H -3.045171 -0.098894 -0.449184 0.0 0.1 0.0 0.05
H -3.303751 -3.340141 3.153181 0.0 0.0 -0.1 0.00
C -5.573587 -1.655485 1.497582 0.0 0.1 0.1 0.00
C 0.271291 3.624937 -1.024509 0.0 0.0 0.1 0.00
H 1.099754 1.409787 -3.431616 0.0 0.0 0.0 0.00
H -4.568042 0.504357 -3.922354 0.0 0.0 0.0 0.00
N 0.879333 0.803728 3.233130 0.0 0.0 -0.1 -0.03
H 6.189201 0.241207 5.202974 0.0 0.0 0.0 0.00
H 3.505238 -3.017824 5.012522 0.0 0.0 0.0 0.00
C -3.680653 -2.370354 2.823471 0.0 0.1 0.2 0.00
H -1.144501 4.423039 -2.408599 0.0 0.0 0.0 0.00
C 0.860993 4.864060 -3.130260 0.0 0.0 0.0 0.00
C 2.191026 -1.928396 -3.062475 0.0 0.0 0.0 0.00
C -4.233343 0.052388 -2.988110 0.1 0.2 -0.2 0.00
H -6.918685 -0.993288 0.128733 0.0 0.0 0.0 0.00
C 3.047552 -1.302989 -1.970576 0.1 0.1 0.0 0.00
C -0.166315 4.698521 -2.003594 0.0 0.0 0.0 0.00
F -3.822617 -3.494856 -1.780196 0.0 -0.2 0.0 0.00
C 1.877249 -0.102048 3.157048 0.1 -0.1 0.1 0.05
H -0.695573 -1.675586 -1.292552 0.0 0.0 0.1 -0.01
O -6.035027 -1.033675 2.424444 0.0 0.0 -0.1 0.00
H -4.882304 1.361172 -1.363644 0.0 0.0 0.0 0.00
C 0.642148 2.355184 -3.146046 0.0 0.0 0.0 -0.03
H -5.029446 -0.617839 -2.663975 0.5 0.6 -0.4 0.00
C 2.316650 -0.120799 -1.322030 0.0 0.1 0.0 0.01
H 1.260764 3.856171 -0.616836 0.0 0.0 0.0 0.01
H -3.747153 2.107331 -2.460392 0.0 0.0 0.0 0.00
H -0.281649 2.464535 -3.728780 0.0 0.0 0.0 0.02
C -4.397667 -2.926589 -0.714934 -0.2 0.1 0.1 0.00
H 2.751525 -2.685424 -3.610080 0.0 0.0 0.0 0.00
P -0.074335 0.941765 -0.899142 0.0 0.1 -0.2 0.03
C 3.083046 0.083537 3.855059 0.1 0.0 0.0 -0.04
H 4.110420 -1.830434 6.166836 0.0 0.0 0.0 0.00
H 0.365907 5.246946 -4.023591 0.0 0.0 0.0 0.00
H -3.014381 -3.682624 0.690019 0.0 0.0 0.0 0.00
H 1.608343 5.606507 -2.847788 0.0 0.0 0.0 0.00
N 0.333654 2.316777 -1.708877 0.0 -0.1 0.1 0.19
H 1.872351 3.488826 -4.482636 0.0 0.0 0.0 0.00
H -2.947561 -1.189117 -4.232910 0.0 0.0 0.0 0.00
H 3.997318 -0.950145 -2.372959 0.0 0.0 0.0 0.00
H 2.617561 0.819307 -1.789923 0.0 0.0 0.0 0.00
H 4.757304 -1.280626 1.353561 0.0 0.0 0.0 0.00
S 1.427553 -1.446943 2.154221 -0.1 0.0 0.0 0.29
H 2.464994 3.422690 -2.837569 0.0 0.0 0.0 0.00
H -2.866505 -1.585043 -2.531284 0.0 0.1 -0.1 0.00
C 3.151364 1.224375 4.642076 -0.1 0.1 0.0 0.02
H 6.994218 -0.619747 3.906011 0.0 -0.1 0.0 0.00
H 3.285830 -2.052665 -1.212902 0.0 0.0 0.0 0.00
H 5.749675 -2.477289 2.186994 0.0 0.0 0.0 0.00
H 4.050326 1.423417 5.212455 0.0 0.0 0.0 0.00
O -2.361299 -0.956856 1.410203 0.1 0.0 -0.1 -0.07
C 0.972290 1.905757 3.986909 0.1 0.1 0.1 0.00
H -1.825196 1.022657 -3.728691 0.0 0.0 0.0 0.08
O -1.732105 -1.093043 3.486098 0.0 0.0 0.3 0.01
H 0.731380 -2.000139 -0.329289 0.0 0.0 -0.1 0.00
C 4.778035 -1.979378 2.191589 0.0 0.1 0.1 0.02
N -4.467758 -2.488500 1.615582 -0.2 -0.2 -0.1 0.00
C -2.853509 0.832478 -1.009852 0.0 0.0 0.0 0.00
C -5.575530 -2.095702 -0.957978 0.1 -0.4 0.4 0.00
H 1.187902 -3.519672 -2.013299 0.0 0.0 0.0 0.00
C 2.103466 2.147743 4.725397 0.0 -0.1 -0.1 0.01
N 0.852963 -0.269016 -1.514738 -0.2 0.2 0.2 0.02
H 2.178918 3.029750 5.342720 0.0 0.0 0.0 0.00
H -2.670859 1.588592 -0.242345 0.0 0.0 0.0 0.03
H -0.786815 -0.351728 -3.364436 0.0 0.0 0.0 0.01
C 1.559281 3.533168 -3.439164 0.1 -0.1 0.0 0.00
N -1.608881 0.596859 -1.716189 -0.2 -0.2 0.0 0.70
Ru -0.631754 0.096707 2.090959 0.1 0.0 0.0 2.53
N -6.098912 -1.577938 0.220373 0.0 0.0 -0.1 0.00
H 1.914347 -1.160351 -3.790761 0.0 0.0 0.0 0.00
C -2.953840 -0.751778 -3.234838 0.0 0.0 0.0 0.04
C -2.531457 -1.425995 2.575819 0.0 0.0 0.0 -0.03
C -3.989279 1.167136 -1.957258 0.0 0.1 -0.1 0.02
C -3.899390 -3.086729 0.513522 -0.1 0.0 -0.2 0.00
Si 4.572893 -1.104843 3.836447 0.0 -0.1 0.0 -0.02
C -1.720471 0.133932 -3.087493 0.1 0.0 0.0 -0.07
H 0.116121 2.566899 3.974721 0.0 0.0 0.0 0.00
C 0.396702 -1.658661 -1.311014 -0.1 0.0 0.0 0.00
O -6.045171 -1.837148 -2.040483 -0.7 -0.7 0.3 0.00
```
Forces are in eV/Å.



(2)
ORCA calculation (wB97M-V/def2-TZVPD) on C35H40N6O3PRbS5 as an isolated structure in a non-equilibrium geometry.

- HOMO-LUMO gap (eV) = 7.0013
- molar mass (g mol⁻¹) = 869.5
- E_LUMO (Eh) = 0.004
- largest force on an atom (eV/A) = 1.7

```
91
Properties=species:S:1:pos:R:3:forces:R:3:lowdin_charge:R:1
H 2.094573 -2.349341 3.026927 0.0 0.0 0.0 0.11
H -1.770230 6.472454 0.423357 0.0 0.0 0.0 0.08
C -0.497474 -4.650458 -1.242245 -0.1 0.0 0.0 -0.35
H 4.035284 2.877399 0.040385 0.1 0.0 0.0 0.04
H 4.417602 -2.500509 2.178489 0.0 0.0 0.0 0.10
C 0.693742 2.865491 3.123868 0.0 0.2 -0.3 -0.20
C -3.148441 1.099859 5.816247 0.1 0.0 0.0 -0.10
H 3.138607 0.298622 -3.567487 0.1 0.0 0.1 0.04
H 4.933245 2.910559 -1.510052 -0.1 0.0 0.1 0.06
H -2.171740 1.191556 7.731994 0.0 0.0 0.0 0.10
C -2.057354 0.977619 6.675459 0.0 0.0 0.0 -0.10
H -2.497134 -4.196069 -1.886189 0.0 0.0 0.0 0.09
C -1.750950 0.426775 3.952407 0.0 0.0 -0.1 -0.09
C 0.903976 3.084684 1.682300 0.0 0.0 0.2 -0.17
H 1.899155 5.485785 -1.408978 0.0 0.0 0.0 0.13
C -2.987659 0.815025 4.471349 0.0 0.0 0.0 -0.03
N -2.665745 -0.002209 1.795370 -0.2 -0.1 0.0 0.01
H 0.615917 -7.759879 -0.450971 0.0 0.0 0.0 0.10
C 0.018254 0.385479 -3.994151 0.0 -0.1 0.1 -0.17
C 2.741695 -2.924681 -0.737255 0.1 0.0 0.1 -0.11
S 0.548166 3.857460 -3.285405 0.0 0.2 0.0 0.58
P -0.046588 -2.875074 -1.361074 0.2 -0.6 -0.1 1.03
C -3.534625 -0.382379 -0.211550 0.1 0.0 0.1 -0.93
H -3.266292 -6.544832 -1.794859 0.0 0.0 0.0 0.10
C 3.811515 -2.819120 0.143529 -0.1 0.0 0.0 -0.08
C 0.369715 -5.662518 -0.831296 0.0 -0.1 0.0 -0.08
Rb 0.249955 0.189265 -0.300166 -1.4 0.4 -1.0 0.87
C -0.065519 -6.982213 -0.774741 0.0 0.1 0.0 -0.08
C -5.074599 -0.110835 -2.290789 0.0 0.0 0.0 -0.54
C 4.413823 2.277972 -0.787717 0.1 0.1 0.2 -0.25
C -1.565187 0.105741 2.494297 0.2 0.1 0.0 -0.46
C 3.583338 -2.608836 1.496596 0.0 0.0 -0.1 -0.08
H -0.959918 4.945737 0.852035 0.0 0.0 0.0 0.05
S -3.538465 -0.961378 -1.878771 0.1 -0.1 0.0 0.88
O 2.653752 0.357880 -0.626987 1.6 0.5 -0.4 -0.76
C -1.810088 -4.982432 -1.585258 0.0 0.0 0.0 -0.10
C -1.038191 5.733461 0.107461 0.0 0.0 -0.1 -0.43
H 4.464919 1.493331 -3.441033 -0.1 -0.1 0.0 0.06
C -0.823738 0.582568 6.190624 0.0 0.0 0.0 -0.02
C 2.281360 -2.523932 1.973596 0.0 0.0 0.0 -0.06
O -0.351345 -0.022399 2.071653 -0.7 -0.2 1.2 -0.30
C 1.079752 -1.860681 -5.095697 0.0 0.0 -0.1 -0.03
H 0.968383 -3.794071 -3.342713 0.1 -0.1 0.0 0.11
C -5.999726 -0.249948 -1.096254 0.0 0.0 0.0 -0.55
S 3.001647 1.498423 -1.546351 0.0 -0.3 0.1 0.76
H -4.856615 0.935854 -2.494055 0.0 0.1 0.0 0.07
C 0.097724 4.804108 -2.010136 0.1 0.0 0.1 -1.20
H 2.124247 4.402555 3.698846 0.0 0.0 0.0 0.08
H 5.056779 1.475555 -0.417448 0.0 0.1 0.0 0.07
H -0.359316 2.633373 3.278819 -0.1 0.0 0.0 0.12
C 0.324105 6.352753 -0.188611 0.0 -0.2 0.0 -0.23
S -1.558034 4.980202 -1.462851 -0.1 -0.1 0.0 0.93
H 1.241436 1.973906 3.418371 0.1 -0.1 0.0 0.11
N 0.908461 5.527086 -1.235348 -0.1 0.2 -0.2 -0.09
C 0.639207 -1.812510 -3.767413 0.0 -0.1 0.3 -0.40
N -2.471956 -0.420342 0.476852 0.1 0.2 0.3 -0.14
C 1.434140 -2.845215 -0.269641 0.0 0.0 0.0 -0.43
C -1.371964 -7.301566 -1.121956 0.0 0.0 0.0 -0.09
N 0.696539 -2.918173 -2.930194 -0.2 0.4 -0.1 -0.12
O 0.568383 -0.054108 4.400722 0.0 0.0 0.3 0.01
C 3.885050 0.740490 -2.901776 0.0 -0.1 -0.2 -0.23
S -5.083218 0.223508 0.394004 0.0 0.0 0.0 0.91
H 0.196954 -2.581902 1.471762 0.0 0.1 0.0 0.11
H 0.289030 1.344073 -5.894243 0.0 -0.1 0.0 0.10
H -3.819830 0.882140 3.781867 0.0 0.0 0.0 0.10
H -6.865723 0.407813 -1.180421 0.0 0.0 0.0 0.07
N 0.149269 -0.700894 -3.223058 0.1 0.2 -0.2 0.04
H 4.825450 -2.895701 -0.229438 0.0 0.0 0.0 0.10
C -2.244476 -6.300350 -1.530745 0.0 0.0 0.0 -0.08
H 1.386109 -5.419796 -0.541880 0.0 0.0 0.0 0.10
H 0.435661 4.918525 3.804787 0.0 0.0 0.0 0.07
C 1.213693 -2.650060 1.095814 0.0 -0.1 0.0 -0.13
H 0.033519 0.470062 6.844693 0.0 0.0 0.0 0.11
H 0.464355 -0.151791 3.412851 -0.1 0.0 -0.2 0.04
C -0.660490 0.311352 4.832020 0.0 0.0 0.0 -0.29
H -4.113165 1.409924 6.198623 0.0 0.0 0.0 0.09
H -5.481265 -0.577481 -3.187597 0.0 0.0 0.0 0.08
N 1.084885 3.292858 0.563125 0.0 -0.3 0.4 0.19
H -0.423156 1.255406 -3.517627 0.1 0.0 0.0 0.06
H 1.298497 -0.731634 -6.894499 0.0 0.0 0.0 0.11
H 4.526103 -0.035374 -2.474496 0.0 0.1 -0.1 0.07
C 0.965159 -0.720363 -5.863307 0.0 0.0 -0.1 -0.08
H 1.097637 3.810882 5.010908 0.0 0.0 0.0 0.08
H 2.926870 -3.056894 -1.796349 0.0 0.0 0.0 0.10
H -6.339300 -1.279091 -0.993317 -0.1 0.0 0.0 0.07
C 1.115374 4.079071 3.955487 0.0 0.0 0.0 -0.07
H 0.221499 7.384011 -0.527770 0.0 0.1 -0.1 0.11
H 0.957905 6.337844 0.697113 0.0 0.0 0.0 0.11
C 0.411976 0.436140 -5.316908 0.0 0.0 0.0 -0.08
H -1.714035 -8.328425 -1.062410 0.0 0.0 0.0 0.10
H 1.489159 -2.777170 -5.503128 0.0 0.0 0.0 0.11
```
Forces are in eV/Å.



(3)
ORCA calculation (wB97M-V/def2-TZVPD) on one molecule with the formula C4H5FO in a non-equilibrium geometry.

- HOMO-LUMO gap (eV) = 10.0786
- SMILES string = C=CO/C=C\F
- molar mass (g mol⁻¹) = 88.1
- E_LUMO (Eh) = 0.038
- largest force on an atom (eV/A) = 1.8

```
11
Properties=species:S:1:pos:R:3:forces:R:3:lowdin_charge:R:1
F -0.598164 -0.750042 -1.496616 -0.1 0.0 0.0 0.04
H -1.705993 2.231796 0.781068 0.1 -0.1 -0.1 0.06
C -0.608802 0.544703 1.300391 -0.1 1.0 -0.9 -0.20
H 1.365753 -0.636899 -2.088026 -0.4 0.0 0.5 0.12
H -1.127643 0.368590 2.219622 -0.2 -0.1 0.3 0.11
H 2.228877 -0.311195 0.216898 -0.7 -0.1 -0.2 0.13
C 1.149831 -0.415249 0.022095 0.4 0.1 -0.2 -0.14
C -0.905731 1.565961 0.485718 -0.2 -1.0 1.5 0.03
O 0.375012 -0.391681 1.148277 0.0 -0.2 0.1 -0.05
C 0.699550 -0.610998 -1.212654 0.8 0.1 -0.1 -0.14
H -0.386701 1.725028 -0.419540 0.4 0.2 -0.8 0.04
```
Forces are in eV/Å.